(1)
A structure of composition C16H20BeF12N4O20, computed with wB97M-V/def2-TZVPD.

```
73
Properties=species:S:1:pos:R:3:forces:R:3
Be 0.626 -0.628 0.446 0.77 -1.12 2.35
N 0.878 2.161 2.940 -0.19 -0.61 1.42
O 0.204 3.219 2.872 -0.16 0.24 -0.55
O 1.527 1.908 3.954 -0.09 0.36 -0.72
O 0.820 1.325 1.995 -0.17 -0.19 -1.12
N 0.192 -3.648 0.496 2.43 -0.91 1.95
O 1.434 -3.586 0.553 -0.73 0.25 -0.70
O -0.399 -4.578 1.038 -0.71 0.45 -0.99
O -0.439 -2.691 -0.069 -0.31 2.15 -0.29
N 0.372 -1.737 3.985 0.78 -0.52 0.38
O 0.871 -1.688 2.823 -0.38 0.16 -0.99
O -0.315 -2.737 4.309 -0.28 0.46 -0.23
O 0.678 -0.879 4.817 -0.55 0.05 -0.13
N 3.923 -0.426 1.985 -0.07 0.41 2.28
O 3.640 0.064 3.085 0.03 -0.21 -0.96
O 3.066 -0.436 1.050 -0.81 -0.21 -1.75
O 5.058 -0.894 1.789 -0.07 -0.12 -0.79
C 2.953 3.718 0.924 -1.20 0.36 -0.82
C 3.431 2.775 -0.186 1.40 0.68 1.90
O 2.834 2.989 -1.489 -0.75 -0.70 -0.51
C 1.884 2.111 -1.797 0.53 0.84 0.38
O 1.384 1.353 -1.030 -0.45 -1.18 0.12
C 1.365 2.226 -3.266 0.51 0.24 1.73
F 0.897 1.038 -3.641 0.42 0.04 -0.69
F 0.329 3.068 -3.266 -0.30 0.40 -0.37
F 2.310 2.714 -4.076 -0.44 -0.54 -0.37
H 1.884 3.559 1.089 0.04 -0.14 0.16
H 3.032 4.780 0.675 0.33 -0.01 -0.20
H 3.443 3.554 1.881 0.19 -0.37 -0.18
H 3.330 1.769 0.226 -0.32 -0.26 -0.69
H 4.490 2.962 -0.361 0.01 -0.11 -0.19
C -2.766 1.516 5.075 -0.18 -1.01 -0.12
C -2.547 1.113 3.612 0.78 1.34 0.75
O -3.138 -0.161 3.333 -0.87 -0.69 0.03
C -2.600 -0.888 2.359 0.63 1.58 0.75
O -1.599 -0.542 1.805 0.23 -0.52 -1.27
C -3.358 -2.191 2.079 -0.39 -0.34 1.08
F -3.611 -2.370 0.787 0.16 0.10 -0.43
F -2.649 -3.191 2.547 -0.03 -0.25 -0.20
F -4.573 -2.215 2.702 0.36 0.16 -0.19
H -2.156 2.375 5.346 -0.16 0.20 -0.34
H -2.459 0.726 5.763 0.09 -0.17 -0.19
H -3.832 1.682 5.241 0.03 0.29 0.15
H -1.485 1.152 3.371 -0.05 -0.44 -0.04
H -3.026 1.881 3.002 -0.11 -0.28 -0.29
C -4.127 -1.151 -2.225 1.32 0.44 0.51
C -3.199 -0.252 -3.042 -0.70 -0.38 -1.23
O -2.935 0.997 -2.392 -0.70 0.89 -0.17
C -2.004 1.102 -1.479 0.77 -1.52 0.43
O -1.211 0.216 -1.251 0.08 0.44 0.46
C -2.040 2.426 -0.658 1.53 -0.91 -0.71
F -2.352 2.120 0.589 -0.75 0.48 -0.11
F -0.810 2.938 -0.653 -0.08 0.20 0.04
F -2.838 3.317 -1.236 -0.64 0.18 0.54
H -4.283 -2.075 -2.779 -0.39 0.07 0.01
H -5.026 -0.627 -1.908 -0.23 -0.13 -0.46
H -3.614 -1.415 -1.299 0.06 -0.17 -0.09
H -3.671 0.045 -3.982 -0.43 0.29 0.24
H -2.321 -0.750 -3.449 0.44 0.00 0.98
C -0.267 -2.237 -3.763 0.14 -0.75 0.20
C 0.886 -3.185 -3.415 -1.24 0.54 -0.35
O 2.158 -2.555 -3.619 0.82 -0.23 -0.48
C 2.626 -1.770 -2.645 -0.94 -0.66 -0.45
O 2.028 -1.515 -1.651 -0.08 0.61 0.50
C 4.022 -1.182 -2.957 -0.44 -0.61 1.49
F 3.863 0.083 -3.358 0.25 0.20 -0.53
F 4.695 -1.180 -1.814 0.25 0.16 -0.27
F 4.711 -1.890 -3.853 -0.05 0.34 -0.34
H -1.164 -2.840 -3.591 -0.16 0.38 0.80
H -0.433 -1.970 -4.809 0.92 0.25 -0.12
H -0.128 -1.384 -3.102 -0.77 0.16 -0.13
H 0.786 -4.054 -4.063 0.77 -0.10 0.05
H 0.749 -3.465 -2.370 0.31 -0.04 0.04
```
Positions in Å, forces in eV/Å.

net charge	-2
ΔE to the lowest compared entry with this formula, charge and spin	0.0	kcal/mol
HOMO-LUMO gap	5.8	eV
HOMO level	-2.1	eV

(2)
The ion C30H34NO8S2 with charge -1, computed with wB97M-V/def2-TZVPD.

```
75
Properties=species:S:1:pos:R:3:forces:R:3
C 2.352 2.444 3.837 0.13 -0.13 -0.04
C 1.416 2.263 2.658 -0.22 -0.72 -0.35
O 1.111 0.840 2.515 0.08 0.74 0.11
C 0.318 0.473 1.481 0.28 0.61 -1.66
O -0.043 1.236 0.608 0.32 -0.67 1.43
C -0.073 -1.050 1.577 -1.20 1.93 1.01
C 0.038 -1.352 3.065 -0.28 -0.35 0.85
C -1.569 -1.106 1.292 -0.60 -1.29 -0.67
O -2.170 -2.146 1.087 0.70 1.00 0.43
O -2.200 0.079 1.361 -0.58 -0.65 0.28
C -3.634 -0.086 1.302 0.35 0.23 -0.01
C -4.219 1.298 1.346 -0.29 0.26 -0.14
C 0.683 -1.942 0.645 1.97 -1.28 -1.83
C 0.655 -1.423 -0.797 0.39 0.39 -1.05
S 1.982 -0.388 -1.277 -0.75 -1.21 0.32
O 1.606 0.281 -2.504 0.45 0.00 0.12
O 2.426 0.356 -0.117 -0.21 0.51 0.26
C 3.521 -1.282 -1.614 0.29 0.18 -0.45
C 4.590 -1.138 -0.720 -0.09 -0.34 -0.13
C 5.803 -1.772 -0.986 -0.16 -0.07 -0.21
C 5.966 -2.514 -2.158 -0.11 0.00 0.10
C 4.916 -2.604 -3.074 -0.10 0.18 0.18
C 3.701 -1.968 -2.816 0.13 -0.14 0.17
S -0.163 -2.195 -2.133 1.24 0.67 0.18
O 0.846 -2.892 -2.938 -0.61 -0.25 -0.24
O -1.323 -2.915 -1.660 -0.04 0.01 -0.13
C -0.781 -0.983 -3.298 -0.13 0.11 0.18
C -0.667 -1.227 -4.668 0.01 0.31 0.26
C -1.170 -0.276 -5.557 -0.09 -0.02 0.29
C -1.806 0.868 -5.063 0.00 0.03 0.06
C -1.941 1.075 -3.685 0.11 -0.29 0.01
C -1.418 0.141 -2.791 -0.13 0.02 -0.41
C 0.466 -3.474 0.784 0.89 0.12 0.38
C 0.482 -4.375 -0.287 -0.26 -0.22 0.27
C 0.006 -5.673 -0.153 0.14 -0.26 0.74
C -0.384 -6.164 1.118 0.41 1.51 -0.05
N -1.005 -7.363 1.290 -0.60 -1.18 0.22
C -1.404 -7.811 2.605 0.04 0.14 -0.14
C -1.412 -8.226 0.202 0.09 0.15 0.08
C -0.068 -5.340 2.236 0.14 -0.73 -0.46
C 0.474 -4.079 2.046 -0.48 0.17 -0.27
H 2.499 3.515 4.007 -0.01 -0.07 -0.02
H 1.958 2.007 4.761 -0.02 0.02 -0.22
H 3.331 2.003 3.628 -0.15 -0.01 0.05
H 0.470 2.789 2.835 0.16 -0.04 -0.24
H 1.879 2.599 1.725 -0.23 0.03 0.14
H -0.460 -2.292 3.332 -0.02 0.48 -0.09
H 1.095 -1.424 3.344 -0.25 0.09 0.10
H -0.426 -0.506 3.602 0.23 -0.59 0.05
H -3.879 -0.604 0.363 -0.06 0.03 0.44
H -3.943 -0.687 2.171 0.00 0.04 -0.40
H -5.304 1.203 1.434 -0.01 0.15 0.01
H -3.842 1.884 2.193 -0.06 -0.20 -0.12
H -3.999 1.846 0.423 0.02 -0.07 0.17
H 1.759 -1.855 0.885 -0.24 0.35 0.38
H 4.475 -0.529 0.173 -0.10 -0.18 -0.21
H 6.615 -1.679 -0.267 -0.07 -0.03 -0.18
H 6.908 -3.026 -2.355 -0.20 0.14 0.03
H 5.027 -3.169 -3.996 0.08 0.09 0.13
H 2.886 -2.012 -3.531 0.11 -0.04 0.17
H -0.164 -2.125 -5.026 -0.10 0.27 0.20
H -1.053 -0.442 -6.629 -0.11 0.15 0.26
H -2.194 1.614 -5.757 0.08 -0.16 0.13
H -2.439 1.956 -3.284 0.11 -0.11 -0.25
H -1.470 0.276 -1.710 0.07 0.08 -0.20
H 0.913 -4.124 -1.249 -0.43 0.22 0.17
H -0.066 -6.278 -1.053 0.10 -0.05 0.23
H -0.598 -7.683 3.334 -0.08 -0.17 -0.05
H -2.286 -7.268 2.972 0.06 0.02 0.07
H -1.664 -8.869 2.526 0.11 0.11 0.26
H -1.767 -7.659 -0.665 0.06 -0.04 0.14
H -0.601 -8.899 -0.116 -0.07 0.10 -0.11
H -2.234 -8.845 0.577 0.09 0.08 -0.33
H -0.248 -5.674 3.254 0.23 -0.07 -0.23
H 0.910 -3.562 2.897 -0.50 -0.11 -0.16
```
Positions in Å, forces in eV/Å.

net charge	-1
ΔE to the lowest compared entry with this formula, charge and spin	4.7	kcal/mol
SMILES	CCOC(=O)C(C)(C(=O)OCC)[C@H](C(S(=O)(=O)c1ccccc1)=[S@@](=O)([O-])c1ccccc1)c1ccc(N(C)C)cc1
HOMO-LUMO gap	7.0	eV
HOMO level	-4.3	eV

(3)
A structure of composition C6H12N2O, computed with wB97M-V/def2-TZVPD.

```
21
Properties=species:S:1:pos:R:3:forces:R:3
C -0.465 0.437 -1.038 1.59 -0.49 -1.22
C 0.589 -1.531 0.454 -1.72 0.26 -0.33
C -0.602 1.924 -0.731 0.20 -0.12 0.31
C 0.991 -0.245 -0.268 -1.86 -0.79 -1.44
C 0.127 -0.452 1.430 0.64 -2.57 2.95
N 2.191 -0.283 -1.021 0.00 1.17 -0.44
N -1.754 -0.241 -0.929 1.61 0.02 0.75
C -0.602 -0.444 2.551 0.54 0.55 -0.80
O 1.069 0.431 0.979 -0.06 1.52 0.20
H -0.167 0.341 -2.090 0.25 0.16 0.03
H 2.430 -1.172 -1.443 -0.07 0.27 0.42
H 2.966 0.212 -0.591 -0.22 -0.29 -0.19
H -1.821 -1.039 -1.554 -0.85 0.70 0.35
H -2.524 0.354 -0.635 0.19 -0.82 -0.48
H 1.418 -2.165 0.798 -0.10 0.60 0.06
H -0.179 -2.156 -0.005 -0.02 0.11 0.04
H 0.366 2.431 -0.783 -0.12 -0.11 0.03
H -1.005 2.080 0.277 0.10 -0.05 -0.06
H -1.276 2.417 -1.439 0.07 -0.21 0.01
H -1.119 -1.339 2.870 -0.09 0.13 -0.20
H -0.634 0.442 3.171 -0.09 -0.03 0.01
```
Positions in Å, forces in eV/Å.

net charge	0
ΔE to the lowest compared entry with this formula, charge and spin	72.3	kcal/mol
HOMO-LUMO gap	8.8	eV
HOMO level	-7.8	eV